No. 1
A 7-piece molecular cluster, C34H41N6O12P overall in a non-equilibrium geometry. Source: OMol25; level of theory: ωB97M-V/def2-TZVPD.

Computed properties:
Electronic energy = -2892.6354 hartree
LUMO energy = -0.723 eV
SMILES = O=[N+]([O-])c1ccccc1.O=[N+]([O-])c1ccccc1.O=[N+]([O-])c1ccccc1.O=[N+]([O-])c1ccccc1.CCOP(=O)(OCC)OCC.CC#N.CC#N

Structure (ORCA input):
```
! wB97M-V def2-TZVPD RIJCOSX def2/J DEFGRID3
* xyz 0 1
O 10.39205 13.70214 7.42146
N 11.06749 13.19206 8.36802
O 10.71882 12.28108 9.13733
C 12.43891 13.75041 8.55241
C 13.24935 13.20737 9.56230
C 14.57806 13.70752 9.66250
C 15.05120 14.59360 8.73975
C 14.22387 15.13036 7.75968
C 12.90922 14.71778 7.67026
H 12.87352 12.45099 10.26595
H 15.22710 13.26898 10.41567
H 16.08401 14.84460 8.63693
H 14.67754 15.85305 7.02541
H 12.20605 15.24862 7.04270
O 8.14902 7.04937 11.20002
N 9.20314 7.70109 11.23595
O 9.30164 8.77962 10.69023
C 10.33842 7.05156 11.95362
C 11.46492 7.79587 12.14425
C 12.65191 7.16986 12.61953
C 12.64923 5.80373 12.99273
C 11.42477 5.13970 12.90590
C 10.31376 5.71946 12.32806
H 11.52075 8.79438 11.77917
H 13.60940 7.69269 12.59561
H 13.48612 5.30434 13.42005
H 11.38333 4.08858 13.14864
H 9.40382 5.14093 12.27328
O 11.94419 15.03094 18.36160
N 11.48991 13.95357 18.02801
O 10.48292 13.78872 17.34067
C 12.26930 12.72169 18.39245
C 13.20674 12.82398 19.36184
C 13.91167 11.68501 19.79778
C 13.64282 10.46832 19.19168
C 12.71001 10.39481 18.16161
C 11.99729 11.49038 17.75713
H 13.48096 13.71508 19.87134
H 14.61918 11.73793 20.64640
H 14.24448 9.60821 19.44951
H 12.52634 9.40307 17.68088
H 11.24976 11.44714 16.94793
O 13.54423 13.61411 13.03040
N 13.39779 14.74387 12.66388
O 14.30216 15.59584 12.71215
C 12.09520 15.15618 12.09672
C 11.97533 16.33895 11.36297
C 10.89094 16.50596 10.50565
C 9.87349 15.59953 10.53512
C 9.92114 14.46766 11.36703
C 11.04410 14.24485 12.20262
H 12.74109 17.07425 11.36008
H 10.92748 17.35715 9.83253
H 8.98254 15.80102 9.93487
H 9.18027 13.77354 11.41518
H 10.95198 13.35596 12.85849
C 14.88994 14.99916 16.34312
C 15.93131 13.99663 16.79147
O 15.84529 12.97510 15.84039
P 16.61892 11.58404 16.06335
O 15.93892 10.52930 16.82909
O 16.93879 11.03015 14.63396
C 17.67297 11.72089 13.56441
C 19.08828 11.23107 13.56838
O 17.94606 12.02996 16.66996
C 18.60447 11.32672 17.67934
C 18.44183 12.08567 18.98357
H 15.09250 15.28937 15.31243
H 13.94884 14.50017 16.51450
H 14.98093 15.84180 16.98818
H 16.87951 14.52048 16.77823
H 15.73834 13.54727 17.77806
H 17.27719 11.46549 12.57418
H 17.62970 12.79030 13.70976
H 19.01454 10.13300 13.60018
H 19.66788 11.65496 12.74989
H 19.68893 11.53828 14.42329
H 18.16140 10.34688 17.66208
H 19.65780 11.20259 17.44505
H 19.24785 11.76163 19.60166
H 18.59256 13.17659 18.79318
H 17.49808 11.87817 19.53200
C 13.90423 10.27331 14.55322
C 14.65266 10.12594 13.26020
N 14.99583 9.97462 12.15199
H 13.95452 11.33900 14.95904
H 14.30207 9.63746 15.36387
H 12.87616 9.93540 14.27733
C 7.76715 11.53949 10.52025
C 8.49541 11.36190 11.84582
N 9.07348 11.28177 12.82803
H 8.48229 11.60837 9.72878
H 7.15107 12.40748 10.53998
H 7.15604 10.63906 10.41081
*
```

Here are the Löwdin charges for atoms 1 to 5, given in e: atom 1 (O): 0.04, atom 2 (N): -0.28, atom 3 (O): 0.05, atom 4 (C): -0.15, atom 5 (C): 0.02

No. 2
C33H49BrGeNOSiZn as an isolated structure in a non-equilibrium geometry. Source: OMol25; level of theory: ωB97M-V/def2-TZVPD.

Computed properties:
Electronic energy = -8136.4431 hartree
LUMO energy (spin up / spin down) = 0.419 / -0.582 eV
<S²> = 0.756

Structure (ORCA input):
```
! wB97M-V def2-TZVPD RIJCOSX def2/J DEFGRID3
* xyz 0 2
Zn 0.80717 0.53313 0.61873
N -1.88416 0.67743 3.29513
C -0.87091 0.37133 2.45583
O -0.62301 1.06273 1.52383
C 0.01660 -0.82447 2.70929
C 0.74299 -1.15481 1.45567
H -2.46982 1.50951 3.13145
H -2.08325 0.08002 4.11065
H -0.55144 -1.72162 3.03697
H 0.72164 -0.52693 3.51199
H 0.11275 -1.71525 0.73308
H 1.68668 -1.77456 1.63050
C -4.50772 -0.06393 -1.77226
C -3.53597 0.16169 -2.95279
C -3.08814 1.64366 -2.89453
C -4.29741 -0.07637 -4.27317
Si -1.91349 -1.09329 -2.79996
Br -0.61998 -0.29150 -1.15385
C -2.46381 -2.99874 -2.25082
C -3.63325 -3.50818 -3.11851
C -1.27242 -3.97128 -2.40352
C -2.89251 -3.03631 -0.76257
C -0.77164 -1.08646 -4.51215
C 0.64809 -1.63596 -4.22496
C -0.60040 0.35525 -5.04217
C -1.42392 -1.94534 -5.61509
H -5.31872 0.67427 -1.78936
H -4.00179 0.03170 -0.80531
H -4.98280 -1.04717 -1.81720
H -3.95200 2.31171 -2.99716
H -2.39108 1.90378 -3.69311
H -2.60867 1.88800 -1.94091
H -5.20379 0.53956 -4.31418
H -4.60831 -1.11823 -4.38862
H -3.69488 0.19043 -5.14541
H -3.40221 -3.46992 -4.18657
H -4.54574 -2.92934 -2.95381
H -3.87110 -4.55047 -2.87471
H -0.99400 -4.11399 -3.45066
H -1.52748 -4.96341 -2.01162
H -0.39021 -3.62270 -1.85556
H -3.73294 -2.37303 -0.55029
H -2.07111 -2.75809 -0.09401
H -3.20661 -4.04788 -0.47728
H 1.18807 -1.01459 -3.50283
H 1.24821 -1.65190 -5.14287
H 0.63356 -2.65691 -3.83934
H -0.19766 1.02542 -4.27485
H -1.54406 0.77181 -5.40311
H 0.09421 0.37786 -5.89064
H -1.45608 -3.00351 -5.34270
H -0.85286 -1.87600 -6.54874
H -2.44617 -1.62679 -5.83643
C -0.48477 2.07180 6.18167
C 0.61297 1.20973 6.26176
C 1.41467 0.98938 5.13723
C 1.11990 1.63275 3.92684
C 0.01861 2.49601 3.85081
C -0.78156 2.71484 4.97647
Ge 2.21145 1.34455 2.36289
C 3.00901 2.99790 1.77049
C 2.84017 4.18049 2.50453
C 3.42551 5.37068 2.06086
C 4.18025 5.38415 0.88419
C 4.35060 4.20694 0.14984
C 3.76619 3.01578 0.59144
C 3.56646 0.01625 2.70906
C 3.18386 -1.28497 3.06164
C 4.15511 -2.25840 3.31573
C 5.51171 -1.93539 3.21822
C 5.89768 -0.63863 2.86664
C 4.92807 0.33665 2.61214
H -1.10433 2.24160 7.05266
H 0.84280 0.71270 7.19541
H 2.26174 0.32203 5.21563
H -0.21833 2.99807 2.92124
H -1.63122 3.38238 4.91454
H 2.26170 4.18548 3.41790
H 3.29460 6.28223 2.62951
H 4.63292 6.30585 0.54198
H 4.93503 4.21747 -0.76106
H 3.90307 2.10852 0.01668
H 2.13543 -1.54354 3.13941
H 3.85633 -3.26237 3.58802
H 6.26305 -2.68918 3.41513
H 6.94819 -0.38883 2.79209
H 5.24226 1.33577 2.34403
H 2.05438 0.08095 -0.17507
*
```

Here are the Löwdin charges for atoms 1 to 5, given in e: atom 1 (Zn): 0.18, atom 2 (N): 0.20, atom 3 (C): -0.57, atom 4 (O): -0.13, atom 5 (C): -0.24

No. 3
C8H16NNaO7 as an isolated structure. Source: OMol25; level of theory: ωB97M-V/def2-TZVPD.

Computed properties:
Electronic energy = -1058.0687 hartree
LUMO energy = -0.094 eV

Structure (ORCA input):
```
! wB97M-V def2-TZVPD RIJCOSX def2/J DEFGRID3
* xyz 0 1
Na -1.55771 0.25388 0.25081
C 0.90002 -1.59242 1.62520
C 0.13628 -2.47235 0.65478
O -0.36598 -1.69408 -0.42340
C 0.47055 -1.59777 -1.55346
C -0.16715 -0.53798 -2.43364
O -0.32545 0.70131 -1.74507
C 0.87499 1.42991 -1.53944
C 0.60782 2.48595 -0.49189
O 0.22267 1.91891 0.75631
C 1.28487 1.46774 1.56615
C 0.68733 0.55679 2.61838
O 0.02996 -0.56084 2.04751
H 1.23898 -2.17609 2.48895
H 1.78436 -1.17816 1.12628
H 0.77736 -3.28376 0.29762
H -0.73068 -2.90457 1.15531
H 1.49578 -1.34022 -1.26095
H 0.50456 -2.54715 -2.09950
H 0.40366 -0.40430 -3.35872
H -1.17950 -0.85921 -2.67838
H 1.68536 0.76815 -1.21814
H 1.19548 1.91098 -2.47198
H 1.48982 3.12534 -0.37316
H -0.22797 3.10918 -0.80936
H 2.03549 0.94172 0.96637
H 1.78587 2.30802 2.06211
H 1.46803 0.24391 3.32011
H -0.07545 1.10602 3.16994
O -3.70631 0.91939 0.53171
N -4.13723 0.20624 -0.42002
O -5.30798 0.22472 -0.74631
O -3.29782 -0.52926 -1.01411
*
```

Here are the Löwdin charges for atoms 1 to 5, given in e: atom 1 (Na): 0.45, atom 2 (C): -0.17, atom 3 (C): -0.14, atom 4 (O): -0.15, atom 5 (C): -0.17